This record from the Open Molecules 2025 dataset describes a structure of composition C41H63AsGeO3P3RbS4Se. The level of theory is wB97M-V/def2-TZVPD.

Values from the calculation:
Kohn-Sham gap	3.29	eV
total charge	-2
energy relative to the best compared isomer or geometry (same formula, charge and spin)	0.6104	eV
lowest unoccupied orbital energy	2.9	eV
multiplicity	1

```
118
Properties=species:S:1:pos:R:3:forces:R:3:mulliken_charge:R:1
Rb -0.20488 0.47847 0.19857 -1.100 0.063 -0.120 -1.013
S -3.99578 1.54894 2.44616 -0.070 -0.031 0.074 -0.634
As -2.97283 2.77371 1.00439 0.400 -0.127 -0.052 0.519
S -0.88555 3.07370 1.77058 -0.206 0.089 -0.148 -0.370
S -2.91122 1.59638 -0.89204 -0.017 0.102 0.098 -0.574
S -3.81535 4.68750 0.59071 -0.107 0.132 0.029 -0.675
O 1.76992 -0.34277 1.64630 0.837 -0.208 0.313 0.648
P 3.16664 0.15461 1.62836 0.094 -0.056 -0.072 0.618
C 3.72699 0.54415 -0.07197 -0.119 -0.048 -0.049 -1.243
P 3.05721 -0.56697 -1.36112 0.117 0.146 0.132 0.219
O 1.59838 -0.43091 -1.58230 0.252 0.050 -0.211 0.804
C 3.46420 -2.25300 -0.88187 0.037 -0.027 0.083 0.464
C 2.39189 -3.05491 -0.49898 -0.017 0.032 -0.006 -0.130
C 2.62245 -4.34469 -0.04252 0.028 -0.031 0.013 -0.280
C 3.91802 -4.83285 0.03619 -0.028 0.058 -0.028 -0.815
C 4.99028 -4.03317 -0.34404 0.029 0.018 0.022 -0.620
C 4.76415 -2.74466 -0.79976 0.046 -0.024 -0.036 -0.482
C 3.97574 -0.07948 -2.84102 0.031 -0.104 -0.050 0.416
C 5.35045 0.13990 -2.88099 0.055 -0.044 0.020 -0.465
C 5.96001 0.53987 -4.05967 0.025 0.005 -0.003 -0.729
C 5.19843 0.73224 -5.20573 -0.018 -0.018 0.044 -0.485
C 3.82838 0.52240 -5.16975 -0.006 0.005 0.009 -0.541
C 3.21718 0.11650 -3.99138 -0.064 0.023 -0.014 -0.610
C 4.33134 -1.10170 2.22433 0.021 0.030 -0.021 0.857
C 5.71818 -0.98753 2.15740 0.062 0.023 -0.022 -0.757
C 6.52922 -2.00426 2.63736 0.005 -0.014 -0.012 -0.959
C 5.95804 -3.15090 3.17669 -0.040 0.059 -0.026 -0.714
C 4.57792 -3.27631 3.22826 -0.009 -0.034 0.019 -0.259
C 3.76520 -2.25511 2.75551 -0.078 -0.026 -0.031 -0.343
C 3.41386 1.67428 2.55048 0.079 -0.071 0.073 0.760
C 4.63177 2.06497 3.11456 0.045 -0.026 -0.028 -0.599
C 4.72506 3.28442 3.76254 -0.047 0.023 -0.010 -0.719
C 3.60809 4.11555 3.85190 0.046 -0.047 -0.016 -0.548
C 2.39847 3.72187 3.30539 -0.027 -0.036 -0.017 -0.415
C 2.29625 2.49436 2.65834 -0.120 0.062 -0.002 0.164
H 4.81771 0.59041 -0.12036 -0.006 -0.058 0.017 0.688
H 3.35328 1.54244 -0.32398 -0.056 -0.003 -0.002 0.640
H 1.38370 -2.66418 -0.54347 -0.021 -0.010 0.012 0.192
H 1.78264 -4.95588 0.26189 -0.005 0.003 -0.003 0.468
H 4.09798 -5.83607 0.40256 -0.001 -0.010 -0.001 0.386
H 6.00243 -4.41120 -0.27110 0.003 0.006 -0.010 0.420
H 5.60308 -2.12356 -1.09425 0.006 -0.031 0.022 0.223
H 5.95652 0.00567 -1.99153 -0.007 0.022 -0.020 0.206
H 7.02866 0.71322 -4.08218 -0.002 -0.002 0.003 0.392
H 5.67366 1.05732 -6.12260 0.005 -0.001 -0.001 0.365
H 3.22807 0.68694 -6.05494 -0.010 -0.002 0.002 0.443
H 2.14450 -0.02735 -3.94099 -0.001 0.000 -0.017 0.412
H 6.17434 -0.10145 1.72811 0.009 -0.063 -0.017 0.354
H 7.60668 -1.90652 2.58658 0.000 0.007 -0.004 0.369
H 6.59057 -3.94781 3.54743 0.005 -0.005 0.001 0.387
H 4.12739 -4.17546 3.62984 -0.007 0.004 0.006 0.479
H 2.68382 -2.34282 2.76517 0.002 -0.009 0.019 0.093
H 5.50004 1.41520 3.06531 -0.101 0.110 0.041 0.200
H 5.66634 3.58806 4.20430 0.003 0.004 0.007 0.410
H 3.68917 5.07015 4.35751 -0.001 0.001 0.003 0.381
H 1.50701 4.33510 3.35936 0.008 0.017 0.014 0.439
H 1.31898 2.21372 2.25860 0.054 0.007 0.024 -0.791
C -0.04310 -5.23856 2.98095 0.020 0.013 0.027 -1.328
C -0.77088 -4.01500 3.54253 0.105 -0.015 -0.064 0.513
C 0.01928 -3.44056 4.71606 -0.019 -0.013 0.024 -1.417
P -0.95217 -2.74472 2.18721 -0.115 0.008 0.054 1.000
C -1.86149 -1.32447 2.97230 -0.001 -0.040 -0.035 0.700
C -3.06473 -1.64568 3.85256 0.045 -0.040 0.028 -1.784
C -0.93175 -0.34549 3.69867 0.029 0.035 -0.011 -1.064
C -2.28680 -3.50427 1.10312 0.046 -0.018 -0.026 0.428
C -3.18652 -4.57329 1.72185 -0.012 -0.004 -0.030 -1.737
C -1.67574 -4.03868 -0.19671 -0.064 0.058 0.024 -0.909
H 0.11069 -5.99286 3.76082 -0.005 0.003 -0.007 0.485
H 0.93864 -4.94565 2.59413 -0.008 -0.005 0.024 -0.088
H -0.59369 -5.70620 2.16360 0.056 0.003 -0.001 0.292
H -1.75610 -4.32202 3.90228 -0.013 0.007 0.013 0.474
H 0.96159 -2.99992 4.37615 -0.003 0.004 0.002 0.084
H 0.25638 -4.23043 5.43768 0.005 0.010 -0.002 0.484
H -0.53691 -2.66052 5.23355 0.031 -0.037 -0.012 0.256
H -2.26994 -0.77690 2.10869 0.020 0.025 0.009 0.113
H -2.78864 -2.27006 4.71210 -0.025 0.031 -0.039 0.273
H -3.86402 -2.13387 3.29824 -0.047 -0.090 -0.045 0.296
H -3.46886 -0.69849 4.21424 -0.020 0.008 0.015 0.502
H -0.76559 -0.64714 4.73832 0.004 0.008 -0.042 0.279
H -1.40685 0.63957 3.69443 -0.003 -0.001 -0.002 0.443
H 0.04054 -0.25254 3.21092 -0.023 -0.014 0.051 -0.150
H -2.90464 -2.63691 0.84558 -0.030 -0.016 -0.002 0.577
H -2.62980 -5.49465 1.92059 -0.070 0.045 -0.013 0.274
H -3.98799 -4.82510 1.02056 0.003 -0.002 0.018 0.478
H -3.64739 -4.25405 2.65297 -0.049 0.057 0.069 0.315
H -0.98079 -4.86135 0.00009 0.037 -0.017 0.026 0.076
H -1.14621 -3.26242 -0.74791 0.018 -0.033 0.003 -0.050
H -2.46001 -4.42690 -0.85601 0.006 0.009 0.016 0.510
C -1.07330 -0.55418 -4.45480 0.052 -0.053 0.022 -0.746
C -1.55843 -1.24954 -3.19508 -0.031 0.033 -0.006 0.176
O -0.50761 -1.98192 -2.56529 -0.071 0.043 -0.089 -0.382
H -1.89844 -0.05588 -4.96675 0.000 -0.003 -0.006 0.424
H -0.61062 -1.27521 -5.13445 -0.010 0.004 -0.010 0.354
H -0.34051 0.21434 -4.19327 -0.001 0.004 -0.010 -0.226
H -2.33612 -1.97684 -3.43451 -0.003 -0.032 0.006 0.389
H -1.98978 -0.51754 -2.50364 -0.028 0.008 0.021 -0.116
H 0.15260 -1.33867 -2.26996 0.173 -0.032 -0.002 0.165
C -1.72293 6.04188 -3.57759 -0.004 -0.006 -0.014 -1.264
Ge -2.67157 4.39302 -4.05484 -0.028 -0.016 0.020 0.621
C -4.34276 4.23076 -3.08436 0.034 0.002 0.011 -0.666
C -3.04620 4.48447 -6.00458 0.028 0.004 0.009 -1.287
C -1.51043 2.82356 -3.79606 -0.030 0.102 -0.028 -0.779
Se -0.33013 2.99161 -2.24976 0.065 0.028 0.032 0.418
C 1.16183 3.76161 -3.28368 -0.004 -0.012 -0.058 -1.037
H -2.39342 6.89848 -3.67130 -0.010 -0.011 -0.001 0.395
H -0.85873 6.20537 -4.22571 -0.005 0.013 0.012 0.314
H -1.39220 5.97471 -2.54042 -0.006 -0.007 -0.005 0.374
H -4.99048 5.08596 -3.29563 0.007 0.003 -0.019 0.353
H -4.14885 4.18846 -2.00616 -0.024 -0.002 -0.074 -0.089
H -4.85386 3.31100 -3.37458 0.000 0.002 0.024 0.301
H -3.65386 5.35981 -6.24615 0.001 -0.002 0.015 0.380
H -3.58908 3.59485 -6.33199 0.009 -0.001 0.006 0.344
H -2.11399 4.54606 -6.57252 -0.013 0.001 -0.004 0.351
H -0.89539 2.61597 -4.67589 -0.025 -0.007 -0.001 0.448
H -2.14523 1.96515 -3.58274 0.015 0.021 -0.001 0.052
H 0.86772 4.70190 -3.75094 0.006 -0.010 0.008 0.246
H 1.51805 3.06928 -4.05094 -0.013 0.002 0.009 0.178
H 1.97350 3.95910 -2.58220 -0.009 0.006 0.014 0.334
```
Positions in Å, forces in eV/Å.